Entry 1:
DFT (ωB97M-V with the def2-TZVPD basis set) results for a molecular structure, C25H36F6N10OSbTcTe.

Summary:
relative energy (zero: lowest compared OMol25 entry of this formula, charge and spin)	0.2	kJ/mol
⟨S²⟩	2.0132
electronic energy	-2785.33686	a.u.
net charge	0
strongest force on any atom	0.0071	hartree/bohr
HOMO (spin up / spin down)	-8.291 / -8.443	eV
Kohn-Sham gap (spin up / spin down)	6.9 / 7.0	eV
2S+1	3
LUMO (spin up / spin down)	-1.39 / -1.43	eV

Geometry as XYZ:
```
81
C25H36F6N10OSbTcTe, DFT ωB97M-V with the def2-TZVPD basis set
Tc -0.256 0.565 0.018
C -2.219 2.624 -1.088
N -2.151 1.677 0.046
C -2.246 2.464 1.305
C -3.315 0.749 -0.003
C -2.952 -0.604 0.538
C -3.946 -1.479 0.962
C -3.614 -2.742 1.429
C -2.278 -3.105 1.519
C -1.292 -2.213 1.115
C -1.594 -0.961 0.564
H -3.197 3.117 -1.102
H -2.078 2.081 -2.022
H -1.435 3.369 -0.971
H -3.136 3.098 1.255
H -1.363 3.088 1.415
H -2.329 1.791 2.153
H -3.629 0.667 -1.042
H -4.153 1.192 0.544
H -4.986 -1.171 0.937
H -4.389 -3.420 1.761
H -2.004 -4.061 1.951
H -0.258 -2.476 1.328
N 3.027 1.267 1.135
C 2.725 0.002 0.831
N 3.618 -1.031 0.913
N 3.024 -2.068 0.430
N 1.796 -1.724 0.107
N 1.571 -0.415 0.338
C 2.239 2.365 0.806
N 2.645 3.598 1.001
N 1.621 4.351 0.555
N 0.670 3.606 0.116
N 1.029 2.307 0.250
H 3.859 1.447 1.674
F -0.181 0.817 2.109
Sb 0.261 0.110 3.936
F 1.076 -1.341 3.029
F -1.379 -0.795 3.870
F 0.687 -0.546 5.632
F -0.598 1.653 4.557
F 1.883 1.042 3.772
C -2.052 -3.193 -3.012
C -1.992 -1.786 -3.632
C -2.837 -0.820 -2.833
C -0.603 -1.238 -3.976
C -0.135 -1.677 -5.221
C 0.971 -1.137 -5.836
C 1.586 -0.058 -5.221
C 1.197 0.409 -3.974
C 1.947 1.617 -3.447
C 2.919 1.252 -2.326
C 1.001 2.760 -3.094
C 0.145 -0.250 -3.276
O -0.012 -0.063 -1.944
H -2.973 -3.697 -3.308
H -2.068 -3.151 -1.918
H -1.222 -3.825 -3.348
H -2.466 -1.881 -4.612
H -2.420 -0.710 -1.840
H -3.860 -1.192 -2.734
H -2.870 0.158 -3.318
H -0.706 -2.446 -5.731
H 1.306 -1.497 -6.799
H 2.406 0.446 -5.721
H 2.557 1.967 -4.284
H 2.389 0.773 -1.510
H 3.414 2.142 -1.934
H 3.688 0.566 -2.692
H 0.287 2.465 -2.331
H 0.446 3.074 -3.980
H 1.550 3.618 -2.707
C 1.122 -4.520 -0.446
Te 0.677 -2.649 -1.321
C 2.290 -2.772 -2.670
H 0.858 -5.290 -1.169
H 0.513 -4.624 0.449
H 2.181 -4.557 -0.203
H 3.175 -3.064 -2.110
H 2.403 -1.803 -3.152
H 2.024 -3.523 -3.414
```

***

Entry 2:
DFT (ωB97M-V with the def2-TZVPD basis set) results for C4H6O2 in the gas phase.

Summary:
relative energy (zero: lowest compared OMol25 entry of this formula, charge and spin)	182.4	kJ/mol
SMILES string	C[C@H]1O[C@H]1C=O
electronic energy	-306.43683	a.u.
net charge	0
strongest force on any atom	0.0097	hartree/bohr
HOMO	-10.165	eV
Kohn-Sham gap	11.0	eV
LUMO	0.81	eV

Geometry as XYZ:
```
12
C4H6O2, DFT ωB97M-V with the def2-TZVPD basis set
C 0.095 1.078 1.053
C 0.295 0.798 -0.416
O 1.280 -0.115 -0.862
C -0.088 -0.485 -1.035
C -0.420 -1.668 -0.179
O -1.334 -2.428 -0.382
H -0.960 1.317 1.237
H 0.357 0.215 1.669
H 0.693 1.930 1.387
H 0.265 1.671 -1.069
H -0.495 -0.495 -2.046
H 0.311 -1.819 0.642
```

***

Entry 3:
DFT (ωB97M-V with the def2-TZVPD basis set) results for a molecular structure, C15H27InN2O3P3S at a distorted geometry.

Summary:
relative energy (zero: lowest compared OMol25 entry of this formula, charge and spin)	51.9	kJ/mol
electronic energy	-2535.46841	a.u.
net charge	-1
strongest force on any atom	0.0373	hartree/bohr
HOMO	-4.323	eV
Kohn-Sham gap	7.0	eV
LUMO	2.68	eV

Geometry as XYZ:
```
52
C15H27InN2O3P3S, DFT ωB97M-V with the def2-TZVPD basis set
C 5.556 -1.533 1.603
C 4.427 -1.920 2.609
N 3.117 -2.147 2.009
In 2.195 -0.387 1.268
P 3.216 0.476 -0.925
N 3.317 -0.699 -2.043
P -0.294 -0.930 0.911
C -0.516 -2.572 1.806
O -0.470 -1.296 -0.755
P 2.250 1.587 2.878
O 2.158 1.178 4.498
O 3.679 2.481 2.672
S 0.724 2.760 2.475
H 5.825 -0.476 1.677
H 6.459 -2.093 1.885
H 5.327 -1.794 0.569
H 4.737 -2.859 3.088
H 4.331 -1.126 3.352
H 3.141 -2.901 1.339
H 2.369 1.525 -1.401
H 4.499 1.068 -0.716
H 2.971 -1.536 -1.584
H 0.302 -3.232 1.505
H -1.464 -3.033 1.518
H -0.485 -2.420 2.882
H -0.351 -0.485 -1.227
H 1.892 1.979 4.947
H 3.414 3.168 2.068
C -1.129 -0.049 -4.385
C -1.554 -1.243 -3.816
C -2.218 -2.183 -4.595
C -2.451 -1.932 -5.941
C -2.023 -0.739 -6.510
C -1.365 0.204 -5.731
H -0.612 0.685 -3.781
H -1.367 -1.442 -2.766
H -2.554 -3.111 -4.151
H -2.966 -2.667 -6.548
H -2.203 -0.544 -7.560
H -1.035 1.136 -6.172
C -4.966 3.587 1.692
C -3.577 3.630 1.730
C -2.848 2.471 1.962
C -3.510 1.264 2.149
C -4.898 1.219 2.109
C -5.627 2.380 1.884
H -5.533 4.492 1.513
H -3.062 4.570 1.577
H -1.763 2.507 1.997
H -2.940 0.361 2.322
H -5.413 0.277 2.252
H -6.710 2.345 1.857
```

***

Entry 4:
DFT (ωB97M-V with the def2-TZVPD basis set) results for C6H9N in the gas phase.

Summary:
relative energy (zero: lowest compared OMol25 entry of this formula, charge and spin)	399.1	kJ/mol
electronic energy	-288.63002	a.u.
net charge	0
strongest force on any atom	0.0060	hartree/bohr
HOMO	-6.705	eV
Kohn-Sham gap	7.8	eV
LUMO	1.09	eV

Geometry as XYZ:
```
16
C6H9N, DFT ωB97M-V with the def2-TZVPD basis set
C 2.153 0.101 -0.034
N 1.031 -0.559 -0.203
C 0.358 -1.531 0.462
C -1.202 0.444 0.780
C -0.773 1.153 -0.518
C -0.167 -0.165 -0.998
C -0.968 -0.951 0.072
H 2.739 -0.120 0.848
H -0.442 0.575 1.558
H 2.450 0.844 -0.760
H 0.707 -1.895 1.426
H -2.180 0.685 1.196
H -0.124 2.032 -0.467
H -1.647 1.374 -1.140
H -0.092 -0.427 -2.055
H -1.842 -1.560 -0.167
```